Record 1
27
Properties=species:S:1:pos:R:3 method="wB97M-V/def2-TZVPD" multiplicity=3 largest_force_ev_per_a=1.43 homo_lumo_gap_ev="6.34 / 7.21" charge=-1 e_tot_ev=-21936.971
H -0.531 -2.611 -0.187
H 2.494 0.719 1.639
H -1.485 1.254 -2.307
H -2.815 -1.224 -0.178
C -2.501 -1.982 0.570
H 1.669 -1.387 -0.693
H -0.502 -1.923 1.515
H 1.364 -0.641 1.708
H -2.974 -2.919 0.261
H 1.163 2.229 -1.483
C 1.461 2.053 -0.447
P -1.332 0.011 -1.676
H 1.867 -0.159 -1.943
C 1.974 -0.360 -0.880
C 1.129 0.603 -0.046
C -1.038 -2.071 0.596
H 0.781 0.995 2.042
C 1.468 0.408 1.438
C -1.423 1.102 0.562
H 2.530 2.251 -0.344
H -2.897 -1.668 1.534
H -0.230 -0.289 -2.563
C -0.347 0.463 -0.259
H 0.909 2.738 0.194
O -2.512 1.023 -0.102
O -1.249 1.630 1.660
H 3.027 -0.249 -0.610

=====

Record 2
16
Properties=species:S:1:pos:R:3 method="wB97M-V/def2-TZVPD" largest_force_ev_per_a=1.75 smiles=CCC1(C)NN1 homo_lumo_gap_ev=10.40 charge=0 e_tot_ev=-7288.738 relative_energy_ev=1.882
N -0.253 -1.834 -0.184
H -2.323 -0.147 -0.949
H 1.234 1.610 -0.930
H -0.914 0.610 -1.677
H -2.021 -1.597 0.811
C 1.670 0.855 -0.279
C 0.665 0.391 0.774
H 2.543 1.292 0.202
H 0.278 1.256 1.319
H 0.627 -2.213 0.170
C -1.419 0.420 -0.730
H 1.992 0.014 -0.891
H -1.696 1.373 -0.282
C -0.507 -0.360 0.181
N -1.032 -1.406 0.970
H 1.157 -0.264 1.496

=====

Record 3
20
Properties=species:S:1:pos:R:3 method="wB97M-V/def2-TZVPD" largest_force_ev_per_a=0.65 smiles="NC(N)=O.CO.CO" homo_lumo_gap_ev=10.26 charge=0 e_tot_ev=-12428.317 relative_energy_ev=1.032
N -0.377 -1.780 -0.701
C 1.472 1.419 -0.281
C -0.249 -2.288 -1.972
O -0.507 1.822 2.620
H -1.225 2.390 0.819
H 1.254 -3.602 -1.398
C -1.605 1.904 1.714
H 0.143 -2.082 0.101
H 0.633 1.969 -0.728
N 0.576 -3.372 -2.100
H 1.129 0.378 -0.220
H 2.336 1.450 -0.938
H -2.434 2.475 2.136
H 1.148 1.790 1.624
H -1.994 0.920 1.432
H -0.790 1.365 3.416
H 0.556 -3.883 -2.961
O 1.836 1.959 0.968
H -1.005 -1.001 -0.634
O -0.895 -1.832 -2.897

=====

Record 4
38
Properties=species:S:1:pos:R:3 method="wB97M-V/def2-TZVPD" largest_force_ev_per_a=3.63 homo_lumo_gap_ev=9.76 charge=-1 e_tot_ev=-30390.757 relative_energy_ev=1.188
H -0.103 2.118 1.419
H -1.805 0.588 -1.414
H -0.401 0.025 4.250
H 1.196 1.048 -5.026
O -0.991 -2.098 -1.345
C -0.612 -0.952 3.816
F 1.200 1.263 0.740
H 2.092 1.659 -1.506
O -0.377 1.556 -3.633
H 1.867 -4.082 0.215
H 0.253 -1.614 3.776
H -2.568 -0.680 -1.094
O -2.675 0.193 -1.471
H 2.889 2.944 -1.576
H 0.664 2.747 -4.875
H 0.977 -3.071 1.442
O -0.846 2.348 1.981
F 1.790 -0.134 -0.909
H -0.225 1.502 -5.792
H -1.079 -0.920 2.831
F -0.258 1.052 -0.895
H 2.279 -3.941 1.956
C 1.944 -3.407 1.067
H -2.908 2.373 2.141
H -2.253 2.425 0.568
F 0.169 -0.623 0.596
H -2.367 0.865 1.451
B 0.730 0.407 -0.150
H -0.271 -1.658 -0.894
H 0.295 1.478 -2.952
H 2.192 -1.735 0.222
H -1.269 -2.786 -0.740
C -2.126 1.925 1.528
O 2.240 2.429 -2.055
O -1.503 -1.508 4.806
H -1.238 -1.141 5.653
C 0.340 1.707 -4.882
O 2.760 -2.300 0.749